# 1
{
  "formula": "C38H98N10O14",
  "method": "the ωB97M-V functional and the def2-TZVPD basis",
  "gap_ha": 0.31946,
  "smiles": "COCCNCCOC.COCCNCCOC.COCCNCCOC.COCCNCCOC.COCCNCCOC.COCCNCCOC.NC(N)=O.NC(N)=O",
  "e_homo_ev": -8.344,
  "species": ["O", "O", "O", "O", "O", "O", "O", "O", "O", "O", "O", "O", "O", "O", "N", "N", "N", "N", "N", "N", "N", "N", "N", "N", "C", "C", "C", "C", "C", "C", "C", "C", "C", "C", "C", "C", "C", "C", "C", "C", "C", "C", "C", "C", "C", "C", "C", "C", "C", "C", "C", "C", "C", "C", "C", "C", "C", "C", "C", "C", "C", "C", "H", "H", "H", "H", "H", "H", "H", "H", "H", "H", "H", "H", "H", "H", "H", "H", "H", "H", "H", "H", "H", "H", "H", "H", "H", "H", "H", "H", "H", "H", "H", "H", "H", "H", "H", "H", "H", "H", "H", "H", "H", "H", "H", "H", "H", "H", "H", "H", "H", "H", "H", "H", "H", "H", "H", "H", "H", "H", "H", "H", "H", "H", "H", "H", "H", "H", "H", "H", "H", "H", "H", "H", "H", "H", "H", "H", "H", "H", "H", "H", "H", "H", "H", "H", "H", "H", "H", "H", "H", "H", "H", "H", "H", "H", "H", "H", "H", "H"],
  "coordinates": [[11.9152, -18.5261, -11.6839], [12.9021, -21.7321, -21.3357], [7.6244, -20.8928, -18.6121], [6.7107, -17.1911, -21.4737], [14.3532, -15.6639, -13.4930], [12.4828, -21.6373, -16.3612], [16.4242, -19.4170, -16.2519], [14.9198, -16.2296, -19.3722], [10.4705, -20.3494, -23.4264], [15.4347, -27.5075, -21.4573], [8.7726, -20.9094, -13.2317], [13.4869, -18.2695, -28.4810], [10.1644, -17.4931, -18.1509], [5.0611, -17.4514, -27.1066], [14.5110, -24.8670, -20.5063], [11.7617, -18.8238, -17.3138], [13.3642, -23.1153, -15.0576], [8.9596, -22.3661, -16.1693], [6.2260, -18.8314, -24.9159], [10.4922, -19.4836, -26.4708], [10.2652, -19.5982, -18.5093], [12.4412, -17.9789, -14.8345], [15.1752, -19.1622, -19.8020], [14.3820, -21.2886, -15.3592], [13.7588, -17.0586, -19.5071], [6.8212, -17.9867, -23.9028], [7.8311, -20.4094, -12.3058], [15.5289, -28.9220, -21.4057], [8.7694, -22.2851, -13.5407], [6.8133, -18.9153, -26.2679], [14.8157, -14.9091, -18.7362], [11.6284, -18.9628, -14.1104], [10.7441, -18.5019, -18.0986], [13.2757, -22.0857, -22.6980], [17.5989, -18.8482, -15.7487], [14.0290, -18.4237, -20.1911], [12.9550, -17.7127, -29.7274], [15.2143, -19.6444, -18.3765], [12.9398, -22.8950, -20.4216], [14.2954, -23.3938, -20.2181], [11.0568, -18.3193, -12.8468], [14.0180, -16.9296, -13.0241], [15.7149, -15.5167, -13.9590], [8.0175, -17.6241, -21.0573], [9.6617, -22.3980, -14.8038], [9.8368, -20.6668, -22.2078], [4.1828, -18.2003, -27.9782], [9.9498, -21.0594, -24.5712], [13.7919, -17.9951, -14.1752], [12.5609, -18.4303, -27.4278], [6.9926, -21.2081, -17.4119], [11.3297, -19.3055, -27.6718], [6.4749, -17.6622, -27.1270], [10.7782, -20.7482, -25.8556], [13.3714, -22.0106, -15.6848], [6.9940, -21.5352, -19.6855], [14.2990, -25.2931, -21.8693], [11.5620, -19.7538, -11.0738], [14.2072, -26.8368, -21.7259], [6.1324, -17.9750, -22.5112], [15.9280, -18.6533, -17.3891], [7.9813, -21.1479, -16.2307], [6.8514, -20.2478, -12.7555], [15.4487, -20.7088, -18.3614], [12.1100, -18.0836, -16.7215], [10.9186, -17.2462, -12.9783], [12.4856, -22.5004, -19.5127], [3.1944, -17.7587, -27.8518], [15.9600, -14.4554, -13.9996], [11.5524, -20.6122, -11.7455], [14.5151, -17.9404, -14.9888], [10.0829, -23.3999, -14.7216], [15.4273, -17.8289, -16.8814], [15.1457, -24.9818, -22.4811], [6.7184, -20.6449, -20.2509], [7.7528, -22.6583, -13.6640], [17.3951, -17.8923, -15.2663], [11.6007, -20.2733, -28.0937], [8.0479, -18.7126, -21.1055], [15.1734, -21.8408, -15.0612], [8.5119, -20.1958, -16.2230], [12.1703, -19.8577, -13.8044], [12.4474, -22.6832, -23.0788], [8.3370, -19.4983, -11.9862], [8.7732, -17.3541, -21.7949], [12.4678, -17.4020, -27.0785], [7.2381, -21.0743, -15.4367], [10.5825, -19.6324, -10.6112], [15.5563, -29.3346, -22.4142], [10.0355, -21.6789, -21.8553], [15.9392, -18.5262, -19.9809], [15.0130, -22.7933, -20.7772], [7.8280, -18.3246, -23.6573], [13.9706, -19.0271, -13.8732], [12.3369, -20.0725, -10.3767], [6.3502, -19.7579, -26.7814], [12.3360, -23.7415, -20.7487], [18.4574, -18.8163, -16.4196], [14.5427, -20.3196, -15.5944], [5.3231, -18.4297, -25.1244], [14.3174, -22.4037, -22.7403], [10.0292, -18.6578, -12.7142], [7.8841, -19.0767, -26.1437], [13.0884, -16.6454, -20.2607], [10.4092, -21.6047, -14.7941], [12.4550, -16.7592, -29.5570], [16.8083, -18.2570, -17.8951], [4.4604, -18.2308, -29.0318], [17.8692, -19.5439, -14.9544], [16.5020, -29.2343, -21.0266], [6.3152, -20.3584, -17.3265], [6.1184, -19.0150, -22.1849], [11.8506, -20.9153, -25.7544], [14.5486, -23.3171, -19.1607], [13.3404, -24.9580, -22.2652], [10.7311, -19.2011, -14.6815], [6.7767, -17.7439, -28.1711], [10.0384, -22.1192, -24.3320], [13.2023, -18.9360, -26.7060], [10.8376, -18.8591, -25.7560], [13.5122, -27.1096, -20.9318], [13.1808, -21.1396, -23.2310], [9.6868, -22.0562, -16.7980], [8.8861, -20.9231, -24.7662], [13.7428, -17.5146, -30.4541], [15.4791, -25.0356, -20.2728], [13.9789, -14.7533, -18.0553], [14.1793, -23.3512, -14.5099], [14.7517, -29.3911, -20.8023], [9.3101, -19.6905, -18.8246], [10.6839, -18.7747, -28.3714], [10.2122, -19.9473, -21.4802], [8.1714, -17.4037, -20.0009], [14.1838, -19.6020, -18.0238], [6.4237, -22.1374, -17.3825], [14.6772, -14.1655, -19.5211], [7.7900, -21.0769, -11.4451], [12.8170, -23.9162, -15.3390], [13.1397, -19.0492, -20.2686], [12.2702, -18.4666, -30.1158], [15.7818, -14.8436, -18.2358], [9.1190, -23.0020, -12.7978], [10.4709, -21.4967, -26.5860], [4.2532, -19.2172, -27.5921], [12.1054, -17.0264, -14.8281], [10.8607, -20.4064, -18.6206], [6.9930, -16.9880, -24.3041], [13.3123, -17.0629, -18.5127], [6.0706, -22.0976, -19.5474], [6.9882, -16.8566, -26.6018], [13.8330, -27.3477, -22.6130], [8.7508, -20.5858, -22.1613], [7.7073, -22.1188, -20.2674], [15.8227, -15.7760, -15.0122], [13.0717, -16.7635, -12.5094], [16.4321, -16.1048, -13.3865], [14.3298, -18.0898, -21.1841], [14.8514, -17.2758, -12.4127], [12.1326, -19.7617, -17.3679], [5.1229, -17.6147, -22.7092]]
}

***

# 2
{
  "formula": "C39H100N4O13",
  "method": "the ωB97M-V functional and the def2-TZVPD basis",
  "gap_ha": 0.32481,
  "smiles": "COCCNCCOC.COCCNCCOC.COCCNCCOC.COCCNCCOC.CC(C)O.CC(C)O.CC(C)O.CC(C)O.CC(C)O",
  "e_homo_ev": -8.290,
  "species": ["O", "O", "O", "O", "O", "O", "O", "O", "O", "O", "O", "O", "O", "N", "N", "N", "N", "C", "C", "C", "C", "C", "C", "C", "C", "C", "C", "C", "C", "C", "C", "C", "C", "C", "C", "C", "C", "C", "C", "C", "C", "C", "C", "C", "C", "C", "C", "C", "C", "C", "C", "C", "C", "C", "C", "C", "H", "H", "H", "H", "H", "H", "H", "H", "H", "H", "H", "H", "H", "H", "H", "H", "H", "H", "H", "H", "H", "H", "H", "H", "H", "H", "H", "H", "H", "H", "H", "H", "H", "H", "H", "H", "H", "H", "H", "H", "H", "H", "H", "H", "H", "H", "H", "H", "H", "H", "H", "H", "H", "H", "H", "H", "H", "H", "H", "H", "H", "H", "H", "H", "H", "H", "H", "H", "H", "H", "H", "H", "H", "H", "H", "H", "H", "H", "H", "H", "H", "H", "H", "H", "H", "H", "H", "H", "H", "H", "H", "H", "H", "H", "H", "H", "H", "H", "H", "H"],
  "coordinates": [[33.6071, 18.5987, -0.0689], [32.5008, 19.8688, -5.3533], [29.2297, 21.6360, -2.4670], [30.8696, 24.0069, -2.9869], [36.3473, 21.8188, -10.4782], [26.9427, 24.6924, -5.5712], [25.2323, 26.3840, 2.0743], [29.2169, 27.1660, -0.4074], [29.2763, 24.4507, 3.1634], [21.9304, 21.2221, -6.3742], [28.2672, 17.4870, 2.0718], [30.9722, 31.7996, 0.3156], [26.0509, 19.9598, -3.6920], [27.7996, 21.8137, -5.1012], [34.4148, 20.5027, -8.4586], [29.1235, 29.5289, 1.1637], [26.9417, 25.4299, 4.5000], [36.4930, 22.2302, -11.8202], [32.8918, 23.0185, -3.7728], [31.4039, 19.1204, -0.9732], [32.3437, 19.1802, 0.2465], [24.1627, 22.2898, -6.6446], [30.5269, 24.0749, 2.7730], [32.6324, 20.5881, 0.6414], [28.3204, 22.7164, -6.1249], [24.9725, 25.2518, 2.9161], [27.5490, 20.4273, -5.5173], [28.9521, 26.0743, -1.2804], [28.8407, 23.7942, 4.3588], [30.2417, 31.7946, 1.5176], [35.9527, 20.4688, -10.4710], [32.2060, 25.3768, -4.2403], [28.2812, 24.2077, -5.7805], [32.8188, 20.1230, -6.6990], [28.3337, 21.6626, -1.3814], [26.8928, 26.1131, -5.4981], [27.3007, 24.0169, 4.5989], [28.0386, 18.5998, 2.8788], [22.8865, 22.0803, -5.7617], [29.4270, 19.1607, 3.0803], [31.3508, 33.1078, -0.2314], [29.0691, 22.1164, -0.1200], [34.3137, 20.1742, -7.0423], [24.9598, 26.1447, 0.6615], [23.4067, 21.4702, -4.4325], [26.9653, 19.4891, 2.2007], [31.1317, 19.5897, -5.1444], [30.1513, 30.3291, 1.9297], [25.7700, 19.3454, -2.4375], [27.2031, 19.4553, -4.3445], [28.9156, 28.1837, 1.6946], [25.5176, 25.5818, 4.3011], [27.1366, 22.5164, -1.7205], [31.7553, 23.9990, -4.1163], [35.7457, 20.1135, -8.9894], [28.2384, 27.3209, 0.6276], [30.8726, 24.6426, 1.9091], [22.4380, 20.4600, -6.6624], [35.8072, 19.0290, -8.8994], [30.0670, 19.0304, 2.2076], [28.9220, 16.8996, 2.4561], [27.3172, 23.5870, -1.6238], [29.3214, 24.1015, 5.2876], [31.8492, 19.6624, -1.8075], [28.8144, 24.3285, -4.8376], [27.2950, 26.4181, -4.5321], [34.7858, 20.9176, -6.4000], [30.4248, 23.0797, 2.3404], [30.6898, 18.8583, -5.8210], [33.0081, 25.4354, -4.9760], [26.6987, 22.2970, -2.6942], [31.2893, 18.0720, -1.2483], [29.8853, 27.7570, 1.9509], [27.2763, 19.9328, 1.2549], [29.7524, 21.3264, 0.1917], [25.1767, 26.5868, 4.5499], [31.8844, 18.5762, 1.0291], [27.4651, 25.6755, 3.6718], [30.2837, 23.2495, -3.0556], [25.8636, 26.4478, -5.6283], [31.6840, 33.0042, -1.2640], [30.5080, 33.7987, -0.2493], [27.8014, 22.6468, -7.0808], [28.4193, 22.4138, 0.7030], [26.9092, 22.0651, -4.6963], [25.3251, 27.0202, 0.1246], [33.0454, 21.2219, -0.1434], [29.6824, 22.9609, -0.4343], [29.3695, 29.3663, 0.1977], [26.6390, 18.8861, -1.9663], [26.7051, 23.3621, 3.9629], [22.4077, 23.0453, -5.5956], [34.7781, 19.2084, -6.8432], [31.0143, 19.2402, -4.1187], [28.4651, 20.0863, -5.9995], [31.2342, 24.0515, 3.6020], [26.0732, 18.9200, 1.9390], [33.2733, 23.2328, -2.7745], [36.5420, 20.5432, -8.3815], [35.5972, 22.1626, -12.4374], [34.0559, 19.2599, -0.6008], [24.9679, 22.9455, -6.3132], [23.6280, 20.4118, -4.5705], [27.1155, 18.3924, -4.5698], [24.3273, 21.9415, -4.0885], [29.1696, 25.1369, -0.7686], [32.1888, 33.4550, 0.3731], [31.1363, 29.8626, 1.9363], [33.7212, 23.1134, -4.4737], [32.3008, 21.0141, -7.0539], [31.2168, 23.7247, -5.0235], [29.0502, 22.7251, 4.3950], [28.8216, 24.7878, -6.5286], [29.2055, 32.1200, 1.4252], [22.6629, 21.6481, -3.6557], [35.1182, 20.2786, -11.1459], [25.4275, 24.3639, 2.4772], [23.9038, 22.7312, -7.6070], [24.9449, 24.9867, 5.0124], [30.6214, 20.5469, -5.2514], [26.8065, 20.4041, -6.3149], [29.9098, 30.2245, 2.9875], [30.6966, 32.3849, 2.3131], [25.0043, 18.5766, -2.5415], [26.5900, 20.3118, 2.8092], [27.4339, 26.5648, -6.3295], [33.4192, 20.5987, 1.3957], [23.8948, 25.1212, 3.0142], [28.2919, 28.1697, 2.5884], [36.7453, 19.8064, -10.8191], [29.4428, 20.2298, 3.2921], [27.8885, 26.3834, 1.0598], [27.9614, 20.6556, -1.1933], [26.9851, 23.6241, 5.5655], [24.6043, 21.3216, -6.8806], [30.4625, 19.6550, -0.8466], [27.9874, 19.4719, -3.5878], [36.9237, 23.2227, -11.9530], [31.7783, 21.0252, 1.1587], [26.2860, 22.2514, -1.0926], [32.5905, 21.9710, -3.7767], [27.3345, 27.7677, 0.2134], [32.6302, 25.8734, -3.3676], [34.1220, 21.4604, -8.5904], [27.9389, 26.0611, -1.6819], [32.3551, 19.3206, -7.2728], [27.6398, 18.3129, 3.8518], [25.3762, 20.1304, -1.7919], [29.9727, 18.8008, 3.9525], [28.7327, 21.6648, -3.2878], [31.4179, 26.0402, -4.5966], [29.6351, 26.1174, -2.1288], [29.3474, 22.4309, -6.3527], [25.4501, 25.2233, 0.3474], [23.8875, 26.0339, 0.5007], [37.1637, 21.5657, -12.3650]]
}